ORCA calculation (ωB97M-V with the def2-TZVPD basis set) on 3 unconnected molecules or ions with the total composition C4H13NO2 in a non-equilibrium geometry.

```
20
Properties=species:S:1:pos:R:3:mulliken_charge:R:1
C -0.134 0.795 -1.596 -0.6556
H -3.266 1.296 -2.056 0.3269
H 1.737 0.319 -1.145 0.3227
H 1.554 -4.246 4.247 0.6948
H -0.055 0.146 -2.460 0.1746
H -0.690 2.300 0.468 0.3227
O 3.008 -1.832 1.760 -1.3691
H 1.117 1.612 -0.253 0.1805
H 2.083 -1.968 2.014 0.5170
O 2.191 -4.928 3.957 -2.0838
H 1.826 -5.753 4.326 0.8297
C -1.261 1.487 -1.417 0.9306
H -2.428 2.547 -2.881 0.3239
H -2.077 0.903 -3.372 0.3379
C -2.302 1.529 -2.512 -1.3305
N 0.939 0.723 -0.686 -0.2366
H 3.484 -2.647 1.973 0.5355
C -1.549 2.334 -0.210 -1.4516
H -1.752 3.341 -0.522 0.2790
H -2.425 2.040 0.363 0.3512
```

Values from the calculation:
Total charge: -1
LUMO level (spin up / spin down) (eV): 2.94 / 2.88
Multiplicity: 2
⟨S²⟩: 0.750
Gap between HOMO and LUMO (spin up / spin down) (eV): 1.84 / 8.43

---

ORCA calculation (ωB97M-V with the def2-TZVPD basis set) on a molecular structure, C36H80BeClN5O8 in a non-equilibrium geometry.

```
131
Properties=species:S:1:pos:R:3:mulliken_charge:R:1
C -3.224 2.747 -5.722 -1.7175
H -0.507 -0.754 5.939 0.0815
H -0.664 2.091 -5.587 0.3481
H 3.336 -0.039 -3.750 0.3236
H -5.131 2.337 -3.907 0.3105
H 4.308 3.304 -6.670 0.3355
C -0.930 0.166 5.533 -1.8756
H -1.976 -2.347 4.322 0.2354
H 4.887 3.305 -3.034 0.4633
C -1.232 -3.939 3.002 1.6178
C 2.362 -4.039 4.355 -1.4389
C 4.194 0.515 -6.402 -1.6823
Be 1.949 -2.641 1.117 0.9552
H 3.566 0.850 7.116 0.3611
C -0.768 2.655 5.685 -1.3286
C -2.224 -3.379 4.065 -1.5222
H -2.655 -3.647 1.420 0.5253
C -5.109 -0.194 -5.289 -1.4768
O -1.117 0.010 0.615 -0.5922
H -2.781 0.281 -6.508 0.4021
H -5.987 -0.654 -4.846 0.3990
C 1.476 1.522 7.352 1.2344
C -3.553 -1.626 -3.914 -1.9215
H -2.827 2.427 -6.694 0.4352
C -1.322 -5.475 2.880 -1.2683
C 2.888 3.723 -4.922 -1.2406
O 1.248 -0.060 0.646 -0.7339
H -3.212 3.607 -3.424 0.4540
H -1.778 2.648 5.275 0.3579
C 1.766 -0.097 -6.612 -1.6598
C 4.595 2.454 -3.646 -1.7083
H 4.517 0.512 -7.442 0.3814
O 1.964 0.073 5.456 -0.2518
H 1.461 -0.560 7.941 0.3208
N 0.167 -3.571 3.342 0.3061
C 0.572 -5.730 4.485 -1.3406
H -2.336 -5.750 2.591 0.4465
H 1.283 3.556 7.124 0.3913
H -1.434 -2.284 1.596 0.3389
H -4.451 -2.116 -3.534 0.5016
C 3.016 1.736 7.428 -1.7871
H 0.152 -1.867 4.112 -0.3281
O 0.206 0.893 -1.214 -0.5704
H -0.415 -0.638 -2.803 0.0154
H -0.686 -5.772 2.039 0.3714
H 3.490 4.587 -4.620 0.4579
C -0.012 1.369 5.270 2.3829
Cl 0.058 -0.114 -0.184 1.9660
H 0.750 -2.681 6.056 0.3002
H 2.262 -0.600 -7.442 0.4809
H 4.344 -0.510 -6.044 0.4261
C 3.263 3.446 -6.386 -0.6656
H -5.412 -0.018 -2.706 0.5898
H 3.365 2.025 8.420 0.4256
C 0.969 0.367 8.258 -1.5072
C 3.134 2.517 -4.006 1.3156
H 0.960 2.302 3.531 0.4773
H -2.475 2.375 -2.382 0.3861
H 2.542 0.392 4.750 0.3545
C 2.530 2.271 -6.967 -1.1283
H 2.724 -3.980 3.322 0.0929
H -5.064 2.311 -2.139 0.4354
H -1.666 0.433 6.293 0.4221
H -4.304 2.723 -5.861 0.3202
H 1.322 2.934 -3.026 0.2112
C -0.783 -6.269 4.057 -0.7580
C -1.633 -3.359 1.638 -1.9587
N 2.486 1.394 -4.711 0.9648
C 2.764 0.966 -6.123 1.2182
H 1.896 4.166 -4.817 0.3665
H 0.845 -6.248 5.406 0.4330
H -4.766 -0.890 -6.057 0.4622
H 4.954 1.056 -5.836 0.3100
H -0.407 1.900 -3.850 -0.7721
H 0.683 3.066 8.697 0.4232
H -0.614 1.777 3.171 0.5005
H 5.227 2.636 -4.524 0.4351
H -3.223 -3.418 3.629 0.5351
C -4.561 1.980 -3.047 -0.6899
C -2.524 1.996 -4.593 1.3408
H -1.489 2.218 7.599 0.3705
H -2.781 -1.732 -3.153 0.1734
O 2.413 0.223 -3.889 -0.6891
H -0.230 3.460 5.175 0.4708
H 1.254 -6.205 3.770 0.4886
H 2.487 2.095 -1.974 0.4244
H 2.616 3.874 -2.328 0.4425
H -0.652 -3.848 5.983 0.3132
N -2.713 0.527 -4.603 1.3984
H -0.045 0.062 8.000 0.3207
H -0.973 3.458 -4.588 0.6413
H 0.962 -4.291 6.634 0.5111
H 0.791 0.324 -6.850 0.2433
H 2.872 -4.858 4.857 0.4506
H -0.914 -3.686 0.879 0.2097
N 1.294 1.196 5.928 0.2774
C 0.679 2.801 7.638 -1.0221
H 2.972 2.035 -7.938 0.4354
H -5.239 0.819 -5.658 0.2848
H -1.536 -6.146 4.841 0.3341
O 0.106 -1.399 -0.879 -0.8916
N -0.275 -0.788 -3.804 0.6378
H -2.365 -3.885 5.020 0.3578
C -3.934 -0.177 -4.252 0.8211
H -1.094 -0.395 -4.304 0.3095
C -1.039 2.371 -4.598 -1.4194
O -2.151 0.006 -5.825 -0.5400
C -4.471 0.470 -2.969 -1.1650
C -0.747 2.895 7.170 -0.6368
H 4.960 1.481 -3.310 0.2717
O 0.541 -2.249 3.296 0.7105
C 0.839 -4.225 4.492 1.4664
H 1.472 2.466 -7.151 0.3541
H 0.539 -0.178 -3.963 -0.1377
H -3.897 0.352 -2.042 0.1429
H 3.350 2.537 6.767 0.4114
H -2.942 3.801 -5.775 0.4595
H 3.021 4.363 -6.930 0.3930
H 2.646 -3.082 4.798 0.1768
H 1.620 -0.899 -5.886 0.2925
C 0.420 -3.710 5.891 -1.5773
C 2.365 2.888 -2.711 -1.8093
H -1.076 3.926 7.304 0.4334
H 0.761 0.601 3.378 0.3137
H -1.431 -0.062 4.590 0.4602
H -3.308 -2.121 -4.855 0.4600
C -3.126 2.535 -3.242 -1.3327
H 1.179 0.580 9.302 0.4259
C 0.259 1.492 3.756 -2.4174
H -0.606 -7.308 3.791 0.4437
H -0.098 -1.746 -4.077 0.4833
```

Values from the calculation:
Total charge: +2
LUMO level (eV): -10.33
Gap between HOMO and LUMO (eV): 2.26

---

ORCA calculation (ωB97M-V with the def2-TZVPD basis set) on a molecular structure, C18H9AuF5N4O4SSe in a non-equilibrium geometry.

```
43
Properties=species:S:1:pos:R:3:mulliken_charge:R:1
C 3.545 -2.102 -2.295 0.7173
C -2.859 0.399 -3.335 0.6792
O -1.923 4.011 2.469 -0.7760
F 1.691 0.584 -0.865 -0.3014
N -3.032 1.708 -3.248 -0.6986
H -2.405 -3.437 -3.319 0.4317
N -2.089 0.591 -1.129 -0.4124
C 3.132 -0.832 -1.961 -0.1014
C 1.336 -1.752 -0.634 0.7818
Se -2.567 2.275 -1.678 0.4868
C 2.863 -3.197 -1.817 0.2592
C -2.206 -1.687 -2.164 -0.6032
H -3.497 0.157 -5.405 0.4505
N 1.147 1.516 4.150 -0.0429
C 2.041 -0.467 2.874 -1.0791
C -2.505 -2.357 -3.302 -0.6603
H -1.912 -2.209 -1.278 0.6186
C -3.152 -0.363 -4.519 -0.6004
C -2.341 -0.261 -2.149 0.9504
C 0.038 3.487 5.119 0.4921
Au -0.829 0.522 0.557 1.0198
H 1.751 1.461 4.962 0.2586
F 4.585 -2.266 -3.075 -0.2722
O -1.685 2.421 0.902 -0.6592
F 3.787 0.218 -2.423 -0.2790
O -0.866 4.429 4.950 -0.4928
C -1.415 2.985 2.066 0.5821
O 0.729 3.354 6.091 -0.5573
H -3.207 -2.285 -5.369 0.3968
C 1.774 -3.018 -1.011 -0.2180
H 1.653 -1.365 3.359 0.2947
N 0.179 1.137 2.269 -0.2838
H 3.030 -0.257 3.280 0.4259
F 1.116 -4.090 -0.572 -0.3471
H -1.288 4.377 4.068 0.4341
H 2.132 -0.665 1.809 0.0862
C -0.402 2.258 2.838 0.5061
F 3.264 -4.415 -2.135 -0.2654
C -2.976 -1.692 -4.491 -0.5481
C 1.128 0.695 3.091 0.3418
C 0.202 2.502 4.013 0.2623
S -0.016 -1.703 0.455 -0.3408
C 2.047 -0.665 -1.148 0.0634
```

Values from the calculation:
Total charge: +1
LUMO level (eV): -5.97
Gap between HOMO and LUMO (eV): 5.98

---

ORCA calculation (ωB97M-V with the def2-TZVPD basis set) on a molecular structure, C50H38F12N2O2P2SSn.

```
108
Properties=species:S:1:pos:R:3:mulliken_charge:R:1
P -1.308 1.809 0.952 1.0132
F 3.761 0.962 -3.925 -0.2883
H -2.828 1.722 3.429 0.2905
H 2.352 4.312 1.207 0.4570
C -3.904 -0.960 -0.521 1.1109
C -4.782 -0.219 2.076 0.2697
C -1.728 5.063 -1.617 -0.7903
C -1.932 2.389 -4.773 -0.5821
H -2.353 5.944 -1.707 0.4609
C -5.928 0.447 1.636 -0.0617
H 4.196 4.850 -1.946 0.4090
H -3.311 -2.971 -0.064 0.3741
H -3.902 -1.341 3.675 0.4210
H 1.715 2.077 2.052 0.7423
H -5.944 0.909 0.656 0.2798
C 4.910 -2.090 5.239 -1.5949
H -1.638 5.295 5.450 0.3813
H -4.042 -3.879 -2.244 0.4626
H -4.993 -2.369 -3.955 0.3935
F -0.386 -1.248 2.741 -0.1413
P -3.247 -0.391 1.089 -0.0263
H -5.269 0.039 -3.461 0.4575
C 1.158 -2.878 1.982 1.3463
H -5.322 3.795 -3.556 0.4761
H 3.623 5.617 -0.462 0.4287
C 2.945 3.587 -0.728 0.4948
F 3.191 -2.324 -2.073 -0.2734
C -4.852 -0.625 -2.713 -0.8075
C -0.224 2.743 -1.498 -0.0559
C 2.616 0.382 -3.524 -0.2697
H 0.894 3.568 -3.170 0.5721
C -3.757 -2.316 -0.806 -0.6811
C -1.461 2.988 2.343 0.2990
F 0.644 -5.157 1.473 -0.2438
C 3.348 4.936 -1.268 -1.5526
O 1.274 -0.566 -1.921 -0.9074
C 2.189 1.039 0.253 0.4088
F 1.507 -4.853 3.412 -0.2569
C -4.789 -0.821 3.332 -0.3262
C 3.756 -0.082 2.221 -0.0665
H 4.280 -2.059 6.130 0.3285
H -7.943 1.017 2.086 0.4127
C -2.771 3.042 -5.659 -0.7288
C -4.373 3.400 -3.896 -0.9530
H -5.920 -1.243 5.106 0.4248
H 5.777 -1.454 5.419 0.3599
F 1.633 1.276 -3.819 -0.0415
C -3.543 2.732 -3.006 -0.0601
H -0.036 4.415 1.585 0.2460
F 4.041 -1.135 -0.485 -0.1594
O 0.842 -2.764 0.657 -1.2771
C -1.958 4.182 -0.570 -0.3076
C -2.320 2.229 -3.443 0.4085
H 2.782 -3.242 4.096 0.6135
C -2.322 3.474 4.546 -0.6032
H 3.408 2.579 -2.527 0.7184
C 3.029 2.452 -1.524 -0.5395
C -0.679 4.880 -2.550 -1.2413
H -3.603 1.919 1.270 0.4297
H -4.557 0.933 -1.268 0.1009
C 4.513 -0.513 3.291 -1.2756
C -1.185 3.041 -0.455 0.4398
H -4.642 4.060 -5.917 0.4151
F 2.732 -4.638 1.639 -0.2549
N -2.945 1.314 0.789 -0.0883
C -0.092 -2.567 2.857 0.5386
C -2.260 2.646 3.434 -0.7597
C 4.149 -1.634 4.021 0.4802
C -1.581 4.645 4.586 -0.6582
C -7.057 -0.112 3.684 -0.5219
C 1.518 -4.395 2.141 0.3807
C 2.522 -0.027 -2.017 2.4108
H -0.169 5.885 3.550 0.4386
C -4.456 -0.123 -1.482 -0.0688
H -2.949 3.198 5.384 0.4679
H 4.094 0.789 1.676 0.4187
F 2.422 -0.675 -4.310 -0.3051
C -0.695 4.153 2.406 -0.4567
S -1.249 1.332 -2.365 0.1125
C -4.702 -1.978 -2.989 -0.7070
Sn 0.088 -1.081 -0.234 1.8660
C -3.988 3.550 -5.220 -0.6429
C 2.441 3.443 0.562 -1.1882
C 3.049 -2.341 3.561 -0.8917
H 5.262 -3.118 5.127 0.3467
C -5.924 -0.769 4.133 -0.6358
H 0.630 2.117 -1.197 -0.2361
C 2.290 -1.957 2.459 -0.6097
C 2.083 2.197 1.038 0.0676
F -1.184 -3.240 2.461 -0.2753
C -0.761 4.979 3.517 -0.7972
H -2.476 3.155 -6.694 0.4597
H -7.950 -0.089 4.296 0.3827
H 2.530 5.402 -1.825 0.1882
C 0.081 3.759 -2.476 -0.1395
H -2.723 4.400 0.164 0.6233
H -0.978 1.990 -5.098 0.5640
H 5.411 0.036 3.555 0.3098
C -4.163 -2.825 -2.030 -0.6524
C 2.642 1.184 -1.079 -1.2558
F 4.745 -0.881 -2.499 -0.3280
C -7.057 0.503 2.436 -0.7647
H -0.491 5.631 -3.305 0.5223
C 2.581 -0.736 1.802 0.3875
C 3.636 -1.110 -1.756 0.2835
H -3.837 2.588 -1.976 0.3358
F 0.071 -2.805 4.163 -0.2834
N 1.807 -0.202 0.777 0.6028
```

Values from the calculation:
LUMO level (eV): -2.93
Gap between HOMO and LUMO (eV): 3.58

---

ORCA calculation (ωB97M-V with the def2-TZVPD basis set) on 4 unconnected molecules or ions with the total composition C4H16O4 in a non-equilibrium geometry.

```
24
Properties=species:S:1:pos:R:3:mulliken_charge:R:1
H 2.050 -1.483 1.449 0.3668
H -2.917 0.341 0.602 0.3097
C 0.935 -1.882 -0.416 -0.0980
H 1.821 0.677 0.658 0.2297
O 1.553 1.603 0.642 -0.6193
H -1.178 3.316 1.586 0.3384
H -2.033 -1.437 -0.393 0.2804
H 0.392 -2.784 -0.094 0.3942
H 2.412 2.023 0.666 0.3118
C 0.027 -0.676 -0.550 -0.5450
H -0.151 2.922 0.507 0.3100
H -2.608 1.760 0.983 0.3208
O -1.058 3.172 0.631 -0.6432
C 2.222 -1.587 0.381 -1.6297
C -1.373 -0.958 -1.120 -0.8972
H 1.252 -2.327 -1.369 0.3242
O -2.570 0.851 1.343 -0.6356
H -1.338 -1.568 -2.028 0.4145
H 0.477 0.037 -1.249 0.4230
H 2.897 -2.445 0.276 0.3822
H -1.629 0.999 -1.100 0.3053
H 2.787 -0.779 -0.078 0.4459
O -1.906 0.263 -1.656 -0.5875
H -0.064 -0.038 0.331 0.4985
```

Values from the calculation:
LUMO level (eV): 0.53
Gap between HOMO and LUMO (eV): 10.79
SMILES: CCCCO.O.O.O

---

For each record above, in turn, the calculated E_tot values are -9942.309; -75351.833; -126416.406; -127397.458; -12597.081 eV.
For each record above, in turn, the calculated ΔE to the lowest compared entry with this formula, charge and spin values are 11.3; 2.0; 3.3; 99.7; 17.4 kcal per mole.